(1)
This record from the Open Molecules 2025 dataset describes 2 unconnected molecules or ions with the total composition C16H17N. The level of theory is ωB97M-V/def2-TZVPD.

Properties
HOMO, eV: -7.6869
Largest force on an atom, Eh/bohr: 0.066
2S+1: 1
Orbital gap, eV: 8.57
SMILES: Cc1c[nH]c2ccccc12.Cc1ccccc1

```
34
C16H17N | the Open Molecules 2025 dataset | ωB97M-V/def2-TZVPD
C -1.053 3.481 -3.058
C 0.057 0.135 -1.625
C 1.369 0.310 -1.390
C -0.795 1.212 -2.028
C -0.245 2.390 -2.415
C 1.904 1.619 -1.606
C 1.113 2.651 -2.069
H -0.589 -0.739 -1.622
H 1.962 -0.548 -1.097
H -1.773 0.899 -2.386
H 2.964 1.773 -1.466
H -0.820 4.458 -2.620
H -2.106 3.245 -2.975
H 1.612 3.584 -2.294
H -0.724 3.593 -4.093
C -2.762 -0.016 0.772
C 0.275 -2.186 1.446
C -0.423 -0.949 1.634
C -1.695 -1.046 0.978
C -1.721 -2.269 0.373
C 2.120 -1.199 2.590
C 1.549 -2.316 1.980
C 1.514 0.040 2.578
C 0.178 0.190 2.158
N -0.531 -2.928 0.614
H 3.171 -1.147 2.855
H 2.025 -3.280 1.841
H 2.007 0.859 3.088
H -0.337 1.138 2.156
H -0.222 -3.765 0.148
H -2.492 -2.790 -0.166
H -3.006 0.328 -0.224
H -2.499 0.834 1.419
H -3.653 -0.381 1.300
```

Electronic structure analysis, natural (NBO) charges in units of e: -0.631 -0.196 -0.231 -0.238 0.006 -0.187 -0.234 0.218 0.219 0.199 0.209 0.217 0.215 0.210 0.219 -0.637 0.141 -0.089 -0.076 -0.039 -0.223 -0.249 -0.237 -0.178 -0.534 0.214 0.211 0.209 0.215 0.409 0.210 0.223 0.216 0.220

(2)
This record from the Open Molecules 2025 dataset describes 2 unconnected molecules or ions with the total composition C16H17N. The level of theory is ωB97M-V/def2-TZVPD.

Properties
HOMO, eV: -7.7210
Largest force on an atom, Eh/bohr: 0.094
2S+1: 1
Orbital gap, eV: 8.61
SMILES: Cc1c[nH]c2ccccc12.Cc1ccccc1

```
34
C16H17N | the Open Molecules 2025 dataset | ωB97M-V/def2-TZVPD
C -1.382 -2.656 -0.949
C -1.462 -2.736 1.674
C -0.889 -2.499 0.413
C 0.338 -1.310 2.050
C 0.282 -1.713 0.627
C 1.363 -0.451 2.534
C 1.303 -1.366 -0.182
C 2.435 -0.358 1.674
C 2.506 -0.857 0.384
N -0.714 -1.970 2.653
H -2.311 -3.188 2.034
H -0.871 -2.079 3.681
H -0.499 -2.711 -1.646
H -2.070 -1.796 -1.069
H 1.165 0.107 3.513
H 1.271 -1.503 -1.259
H 3.369 0.279 1.979
H 3.341 -0.938 -0.361
H -1.835 -3.688 -1.066
C -2.536 2.415 -2.609
C -1.212 1.596 -0.680
C -1.175 2.075 -1.986
C -0.027 1.902 0.112
C 1.083 2.513 -0.477
C 0.021 2.527 -2.621
C 1.092 2.673 -1.816
H -2.093 1.196 -0.240
H -0.182 1.764 1.177
H -2.630 2.474 -3.687
H -2.871 3.222 -2.120
H 2.002 2.702 0.044
H -0.059 2.904 -3.684
H 2.057 2.893 -2.338
H -3.216 1.623 -2.424
```

Electronic structure analysis, natural (NBO) charges in units of e: -0.639 -0.049 -0.062 0.180 -0.124 -0.287 -0.162 -0.213 -0.262 -0.549 0.203 0.414 0.221 0.234 0.228 0.208 0.214 0.226 0.220 -0.627 -0.237 0.012 -0.171 -0.242 -0.239 -0.200 0.213 0.215 0.212 0.212 0.219 0.220 0.204 0.208

(3)
This record from the Open Molecules 2025 dataset describes a molecular structure, C16H17N2O2PPdSe2. The level of theory is ωB97M-V/def2-TZVPD.

Properties
HOMO, eV: -15.3775
Largest force on an atom, Eh/bohr: 0.012
2S+1: 1
Total charge: +2
Orbital gap, eV: 7.21

```
41
C16H17N2O2PPdSe2 | the Open Molecules 2025 dataset | ωB97M-V/def2-TZVPD
Pd -0.204 0.371 -0.715
Se -1.474 2.282 -1.587
P -1.755 0.585 -2.788
Se 0.029 -1.459 -2.301
C -3.330 -0.228 -2.808
C -4.337 0.539 -3.411
C -5.615 0.017 -3.507
C -5.887 -1.245 -2.994
C -4.888 -1.994 -2.386
C -3.601 -1.492 -2.288
C -0.821 0.370 -4.258
C 0.259 1.216 -4.562
C 0.954 1.013 -5.732
C 0.597 -0.036 -6.583
C -0.460 -0.883 -6.279
C -1.183 -0.687 -5.116
H -4.132 1.527 -3.809
H -6.397 0.598 -3.976
H -6.889 -1.647 -3.066
H -5.110 -2.973 -1.985
H -2.824 -2.075 -1.813
H 0.530 2.019 -3.889
H 1.775 1.666 -5.995
H 1.153 -0.187 -7.499
H -0.727 -1.686 -6.951
H -2.030 -1.319 -4.881
O 0.900 -2.562 -1.054
C 1.190 -2.061 0.088
O 0.849 -0.931 0.471
H 1.778 -2.709 0.741
C 1.374 4.369 2.499
N 0.397 3.276 2.641
C -0.477 3.241 3.827
C 0.207 2.442 1.675
N 0.026 1.687 0.816
H 1.877 4.499 3.455
H 0.873 5.295 2.220
H 2.113 4.104 1.747
H 0.137 3.425 4.706
H -0.933 2.259 3.915
H -1.250 4.005 3.752
```

Electronic structure analysis, natural (NBO) charges in units of e: 0.653 0.074 1.081 0.387 -0.410 -0.199 -0.184 -0.132 -0.189 -0.192 -0.446 -0.170 -0.192 -0.089 -0.208 -0.166 0.231 0.251 0.248 0.248 0.235 0.243 0.253 0.251 0.255 0.248 -0.599 0.693 -0.615 0.205 -0.398 -0.432 -0.397 0.659 -0.566 0.235 0.221 0.228 0.234 0.229 0.222

(4)
This record from the Open Molecules 2025 dataset describes a molecular structure, C16H17N3O4. The level of theory is ωB97M-V/def2-TZVPD.

Properties
HOMO, eV: -8.3334
Largest force on an atom, Eh/bohr: 0.325
2S+1: 1
Orbital gap, eV: 7.53

```
40
C16H17N3O4 | the Open Molecules 2025 dataset | ωB97M-V/def2-TZVPD
C -4.752 -2.667 -0.751
C -4.158 -1.747 0.210
C -4.496 -1.497 1.500
C -3.801 -0.573 2.003
C -3.043 -0.290 0.838
C -2.154 0.900 1.129
O -2.074 1.458 2.305
N -1.379 1.385 -0.122
C -1.300 0.750 -1.380
H -1.972 -0.083 -1.410
H -1.460 1.677 -2.048
C 0.035 0.171 -1.529
N 1.188 0.773 -1.014
C 2.371 0.555 -0.408
C 2.773 -0.834 -0.962
C 3.915 -1.355 -0.283
C 4.843 -0.728 0.478
C 4.359 0.649 0.912
C 3.297 1.315 0.343
H 2.865 2.227 0.882
H 4.987 1.267 1.400
N 5.939 -0.989 1.014
O 6.754 -0.260 1.613
O 6.299 -2.160 0.679
H 4.316 -2.131 -0.960
H 2.264 -1.390 -1.509
C 0.757 2.145 -0.785
H 0.468 2.841 -1.805
H 1.495 2.925 -0.358
C -0.374 2.409 0.285
H -0.039 2.484 1.194
H -0.943 3.390 -0.024
H 0.352 -0.119 -2.465
H 0.128 -0.986 -0.877
O -3.383 -0.916 -0.114
H -3.807 0.064 3.059
H -5.361 -2.147 1.892
H -5.596 -3.270 -0.164
H -5.206 -2.065 -1.672
H -4.110 -3.178 -1.095
```

Electronic structure analysis, natural (NBO) charges in units of e: -0.577 0.280 -0.323 -0.207 0.094 0.671 -0.631 -0.468 -0.263 0.259 0.210 -0.170 -0.421 0.296 -0.251 -0.104 -0.026 -0.053 -0.330 0.226 0.224 0.455 -0.408 -0.443 0.228 0.184 -0.264 0.199 0.234 -0.196 0.211 0.190 0.212 0.171 -0.325 0.288 0.208 0.229 0.210 0.179

(5)
This record from the Open Molecules 2025 dataset describes a molecular structure, C16H17N3OS. The level of theory is ωB97M-V/def2-TZVPD.

Properties
HOMO, eV: -7.0076
Largest force on an atom, Eh/bohr: 0.387
2S+1: 1
Orbital gap, eV: 7.46

```
38
C16H17N3OS | the Open Molecules 2025 dataset | ωB97M-V/def2-TZVPD
C -3.385 -2.077 -2.675
C -3.257 -2.285 -1.234
N -2.997 -1.210 -0.605
C -2.658 -1.320 0.796
N -2.719 -2.325 1.576
C -2.831 -3.544 0.804
C -3.006 -3.557 -0.497
H -3.406 -4.250 -1.270
H -2.907 -4.373 1.210
S -2.241 0.091 1.762
C -1.873 1.306 0.192
H -2.019 2.432 0.721
H -2.820 1.252 -0.196
C -0.601 1.095 -0.397
O -0.637 0.840 -1.459
N 0.625 1.445 0.426
C 1.774 1.332 -0.031
C 2.080 1.634 -1.472
C 3.160 1.541 -2.210
C 4.422 1.041 -1.337
C 4.121 0.951 0.013
C 3.052 0.872 0.534
C 2.757 0.608 1.967
C 1.401 0.566 2.498
C 0.442 2.008 1.578
H 1.023 2.725 1.893
H -0.487 1.982 2.367
H 0.731 -0.264 2.099
H 1.307 0.779 3.651
H 3.278 1.356 2.675
H 3.145 -0.275 2.180
H 4.915 0.659 0.647
H 5.309 0.996 -1.773
H 3.421 1.842 -3.013
H 1.214 2.032 -2.083
H -3.242 -2.973 -3.458
H -4.512 -1.498 -2.860
H -2.582 -1.430 -3.021
```

Electronic structure analysis, natural (NBO) charges in units of e: -0.664 0.277 -0.488 0.257 -0.456 0.056 -0.318 0.233 0.178 0.213 -0.530 0.244 0.262 0.665 -0.475 -0.519 0.210 -0.228 -0.162 -0.176 -0.248 -0.046 -0.464 -0.372 -0.191 0.182 0.245 0.202 0.212 0.197 0.219 0.201 0.187 0.168 0.201 0.230 0.241 0.257

(6)
This record from the Open Molecules 2025 dataset describes a single C16H17N5OS molecule. The level of theory is ωB97M-V/def2-TZVPD.

Properties
HOMO, eV: -8.5773
Largest force on an atom, Eh/bohr: 0.029
2S+1: 1
Orbital gap, eV: 8.85
SMILES: CC(C)C(=O)n1nc(-c2cccnc2)nc1NCc1cccs1

```
40
C16H17N5OS | the Open Molecules 2025 dataset | ωB97M-V/def2-TZVPD
C -0.913 -2.913 1.899
H -0.017 -2.757 2.497
H -1.531 -3.660 2.391
H -1.467 -1.981 1.840
C -0.546 -3.399 0.496
C 0.397 -2.431 -0.178
O 1.526 -2.728 -0.516
N -0.069 -1.155 -0.405
C 0.645 -0.091 -0.964
N -0.091 0.991 -0.955
C -1.268 0.588 -0.393
N -1.296 -0.677 -0.054
C -2.381 1.492 -0.194
C -3.593 1.050 0.336
C -4.617 1.964 0.497
C -4.392 3.282 0.124
N -3.245 3.712 -0.377
C -2.266 2.842 -0.532
H -1.339 3.219 -0.941
H -5.164 4.033 0.229
H -5.571 1.664 0.903
H -3.709 0.012 0.606
N 1.869 -0.229 -1.472
H 2.333 -1.110 -1.274
C 2.664 0.942 -1.787
C 3.500 1.373 -0.625
C 4.851 1.300 -0.483
C 5.301 1.764 0.774
C 4.281 2.171 1.570
S 2.750 2.005 0.805
H 4.329 2.562 2.567
H 6.335 1.789 1.066
H 5.507 0.935 -1.253
H 3.311 0.703 -2.635
H 1.962 1.731 -2.069
H 0.008 -4.341 0.575
C -1.794 -3.620 -0.362
H -2.357 -2.695 -0.447
H -2.424 -4.375 0.102
H -1.519 -3.963 -1.357
```

Electronic structure analysis, natural (NBO) charges in units of e: -0.608 0.212 0.213 0.235 -0.306 0.722 -0.593 -0.291 0.584 -0.561 0.345 -0.323 -0.132 -0.136 -0.259 0.044 -0.415 0.070 0.212 0.193 0.220 0.230 -0.581 0.444 -0.253 -0.219 -0.248 -0.259 -0.405 0.442 0.235 0.225 0.221 0.218 0.243 0.229 -0.608 0.234 0.213 0.211

What did the sixth record say?
This record from the Open Molecules 2025 dataset describes a single C16H17N5OS molecule. The level of theory is ωB97M-V/def2-TZVPD.

Properties
HOMO, eV: -8.5773
Largest force on an atom, Eh/bohr: 0.029
2S+1: 1
Orbital gap, eV: 8.85
SMILES: CC(C)C(=O)n1nc(-c2cccnc2)nc1NCc1cccs1

```
40
C16H17N5OS | the Open Molecules 2025 dataset | ωB97M-V/def2-TZVPD
C -0.913 -2.913 1.899
H -0.017 -2.757 2.497
H -1.531 -3.660 2.391
H -1.467 -1.981 1.840
C -0.546 -3.399 0.496
C 0.397 -2.431 -0.178
O 1.526 -2.728 -0.516
N -0.069 -1.155 -0.405
C 0.645 -0.091 -0.964
N -0.091 0.991 -0.955
C -1.268 0.588 -0.393
N -1.296 -0.677 -0.054
C -2.381 1.492 -0.194
C -3.593 1.050 0.336
C -4.617 1.964 0.497
C -4.392 3.282 0.124
N -3.245 3.712 -0.377
C -2.266 2.842 -0.532
H -1.339 3.219 -0.941
H -5.164 4.033 0.229
H -5.571 1.664 0.903
H -3.709 0.012 0.606
N 1.869 -0.229 -1.472
H 2.333 -1.110 -1.274
C 2.664 0.942 -1.787
C 3.500 1.373 -0.625
C 4.851 1.300 -0.483
C 5.301 1.764 0.774
C 4.281 2.171 1.570
S 2.750 2.005 0.805
H 4.329 2.562 2.567
H 6.335 1.789 1.066
H 5.507 0.935 -1.253
H 3.311 0.703 -2.635
H 1.962 1.731 -2.069
H 0.008 -4.341 0.575
C -1.794 -3.620 -0.362
H -2.357 -2.695 -0.447
H -2.424 -4.375 0.102
H -1.519 -3.963 -1.357
```

Electronic structure analysis, natural (NBO) charges in units of e: -0.608 0.212 0.213 0.235 -0.306 0.722 -0.593 -0.291 0.584 -0.561 0.345 -0.323 -0.132 -0.136 -0.259 0.044 -0.415 0.070 0.212 0.193 0.220 0.230 -0.581 0.444 -0.253 -0.219 -0.248 -0.259 -0.405 0.442 0.235 0.225 0.221 0.218 0.243 0.229 -0.608 0.234 0.213 0.211

Q: What is the HOMO in the second record?
A: -7.7210 eV

Q: What is the largest force on an atom in the fourth record?
A: 0.325 Eh/bohr